--- a ---
{"formula": "C2H3N2OP", "method": "ωB97M-V/def2-TZVPD", "elements": ["C", "C", "N", "N", "O", "P", "H", "H", "H"], "xyz": [[0.089, 1.346, 1.174], [-1.292, -0.504, -0.488], [-3.302, 0.494, 0.373], [-2.376, -0.017, -0.010], [0.686, 0.225, 1.114], [-0.189, -1.195, 0.840], [0.821, 2.050, 1.577], [-0.694, -0.237, -1.374], [0.947, -1.465, 0.094]], "mulliken_charge": [-0.3042, -0.2322, -0.5523, 0.5984, -0.1842, 0.1183, 0.1798, 0.3239, 0.0525], "spin_multiplicity": 1, "homo_ev": -8.4, "orbital_gap_ev": 8.592}


--- b ---
{"formula": "C2H3N2OP", "method": "ωB97M-V/def2-TZVPD", "elements": ["C", "C", "N", "N", "O", "P", "H", "H", "H"], "xyz": [[0.244, 1.533, 1.819], [1.446, 1.441, 1.825], [-0.027, 0.728, -0.945], [-0.507, -0.253, -1.267], [-2.047, -1.576, -2.651], [-0.829, -1.807, -1.439], [-0.787, 1.514, 2.222], [2.434, 1.741, 1.542], [-2.018, -2.101, -3.437]], "mulliken_charge": [-0.4688, -0.1552, -0.1936, 0.3813, -0.5527, 0.0335, 0.3094, 0.3252, 0.3208], "spin_multiplicity": 1, "homo_ev": -8.0, "orbital_gap_ev": 7.689}


Most stable one: b, least stable one: a.


--- a ---
{"formula": "C14H56N28O14", "method": "ωB97M-V/def2-TZVPD", "elements": ["C", "O", "N", "N", "H", "H", "H", "H", "C", "O", "N", "N", "H", "H", "H", "H", "C", "O", "N", "N", "H", "H", "H", "H", "C", "O", "N", "N", "H", "H", "H", "H", "C", "O", "N", "N", "H", "H", "H", "H", "C", "O", "N", "N", "H", "H", "H", "H", "C", "O", "N", "N", "H", "H", "H", "H", "C", "O", "N", "N", "H", "H", "H", "H", "C", "O", "N", "N", "H", "H", "H", "H", "C", "O", "N", "N", "H", "H", "H", "H", "C", "O", "N", "N", "H", "H", "H", "H", "C", "O", "N", "N", "H", "H", "H", "H", "C", "O", "N", "N", "H", "H", "H", "H", "C", "O", "N", "N", "H", "H", "H", "H"], "xyz": [[0.729, -2.359, 3.479], [-0.271, -2.495, 2.777], [1.708, -3.226, 3.412], [0.793, -1.671, 4.608], [1.741, -3.762, 2.556], [2.484, -3.156, 4.054], [0.010, -1.087, 4.863], [1.735, -1.502, 4.929], [-0.632, -5.442, 1.187], [-0.587, -6.351, 0.355], [-0.784, -4.193, 0.937], [-0.531, -5.678, 2.445], [-0.915, -3.974, -0.040], [-0.607, -3.608, 1.742], [-0.924, -4.954, 3.029], [-0.681, -6.666, 2.588], [-0.561, 3.045, -4.640], [-1.685, 3.382, -4.965], [0.546, 3.130, -5.312], [-0.343, 2.282, -3.645], [0.428, 3.777, -6.079], [1.416, 2.697, -5.039], [0.613, 2.019, -3.452], [-1.095, 1.877, -3.105], [-3.748, -3.000, 3.451], [-3.521, -4.180, 3.678], [-2.843, -2.024, 3.266], [-4.907, -2.569, 3.233], [-1.903, -2.393, 3.244], [-3.202, -1.178, 2.848], [-5.614, -2.952, 3.844], [-4.982, -1.577, 3.062], [0.482, 0.299, 0.224], [1.321, 0.583, 1.080], [-0.254, -0.704, 0.434], [0.320, 0.947, -0.886], [-0.978, -0.893, -0.244], [-0.180, -1.247, 1.283], [1.046, 1.612, -1.109], [-0.360, 0.627, -1.561], [-3.370, 0.705, -2.619], [-2.285, 0.783, -2.068], [-3.651, -0.105, -3.518], [-4.426, 1.244, -2.031], [-2.866, -0.544, -3.977], [-4.608, -0.171, -3.834], [-5.378, 0.929, -2.153], [-4.226, 1.777, -1.197], [3.027, 4.170, -2.018], [2.742, 3.024, -1.803], [4.181, 4.696, -1.860], [2.234, 4.995, -2.616], [4.974, 4.114, -1.632], [4.216, 5.598, -2.313], [2.503, 5.914, -2.936], [1.592, 4.593, -3.284], [-3.879, -2.407, -0.448], [-2.759, -2.450, -0.924], [-4.505, -3.504, -0.189], [-4.588, -1.301, -0.159], [-4.294, -4.448, -0.478], [-5.087, -3.517, 0.637], [-4.269, -0.503, -0.690], [-5.465, -1.347, 0.341], [3.198, 1.089, -4.550], [3.406, 2.223, -4.896], [3.358, 0.026, -5.306], [2.728, 0.908, -3.391], [3.350, -0.905, -4.913], [3.289, 0.020, -6.314], [2.687, -0.063, -3.118], [2.921, 1.686, -2.775], [0.095, 1.653, 4.717], [0.472, 2.265, 5.758], [-1.067, 1.082, 4.592], [0.918, 1.438, 3.706], [-1.728, 1.353, 5.306], [-1.242, 0.494, 3.790], [0.734, 0.982, 2.824], [1.883, 1.601, 3.955], [4.929, -1.459, 1.854], [5.480, -2.083, 0.933], [5.365, -1.557, 3.134], [3.914, -0.663, 1.650], [6.254, -2.010, 3.285], [4.770, -1.296, 3.907], [3.305, -0.572, 0.849], [3.405, -0.361, 2.469], [-0.620, -1.765, -4.001], [-1.559, -1.626, -4.626], [-0.562, -1.788, -2.710], [0.500, -1.978, -4.507], [0.322, -2.011, -2.276], [-1.440, -1.858, -2.216], [1.313, -2.031, -3.910], [0.636, -1.844, -5.499], [-3.264, 1.733, 1.826], [-3.472, 0.631, 2.380], [-3.425, 2.877, 2.406], [-3.012, 1.842, 0.544], [-3.638, 2.838, 3.392], [-3.106, 3.752, 2.014], [-2.296, 2.541, 0.403], [-2.762, 0.987, 0.069], [4.171, 3.407, 1.421], [4.846, 3.841, 2.318], [2.925, 3.687, 1.366], [4.606, 2.687, 0.404], [2.349, 3.434, 0.577], [2.488, 4.271, 2.065], [3.941, 2.396, -0.298], [5.563, 2.451, 0.627]], "mulliken_charge": [0.2164, -0.5188, -0.3575, -0.2960, 0.2615, 0.1655, 0.2116, 0.2260, 0.4983, -0.7862, 0.1293, -0.3042, -0.0031, 0.0120, 0.1571, 0.2864, 0.7897, -0.7527, -0.2727, 0.4854, 0.1737, 0.1091, -0.1401, -0.1907, 0.5112, -0.7429, -0.0597, -0.2881, 0.0789, 0.2509, 0.2855, 0.1005, 0.5202, -0.7401, 1.2217, 0.9327, -0.5674, -0.4366, -0.4399, -0.1718, -0.0278, -0.4782, -0.0410, -0.4829, 0.2734, 0.2040, 0.2120, 0.3263, 0.5210, -0.7472, -0.3207, -0.4508, 0.2772, 0.1466, 0.2156, 0.2274, 0.2787, -0.5886, -0.4047, -0.1351, 0.2718, 0.1305, 0.0555, 0.1920, 0.6925, -0.7045, -0.4172, -0.0511, 0.1599, 0.2457, 0.0797, 0.0728, 0.4883, -0.7761, -0.1038, 0.0416, 0.2074, -0.0383, 0.0308, 0.1563, 0.6359, -0.7106, -0.3336, 0.1041, 0.2186, 0.1439, -0.0009, -0.0994, 0.6557, -0.7415, 0.0800, -0.3286, 0.1347, -0.1797, 0.0898, 0.2723, 0.3619, -0.6870, -0.3632, -0.0765, 0.2943, 0.1900, 0.2720, -0.3052, 0.5708, -0.7448, -0.1076, -0.2169, 0.0372, 0.2074, 0.1431, 0.1897], "spin_multiplicity": 1, "homo_ev": -8.8, "orbital_gap_ev": 8.730}


--- b ---
{"formula": "C14H56N28O14", "method": "ωB97M-V/def2-TZVPD", "elements": ["C", "O", "N", "N", "H", "H", "H", "H", "C", "O", "N", "N", "H", "H", "H", "H", "C", "O", "N", "N", "H", "H", "H", "H", "C", "O", "N", "N", "H", "H", "H", "H", "C", "O", "N", "N", "H", "H", "H", "H", "C", "O", "N", "N", "H", "H", "H", "H", "C", "O", "N", "N", "H", "H", "H", "H", "C", "O", "N", "N", "H", "H", "H", "H", "C", "O", "N", "N", "H", "H", "H", "H", "C", "O", "N", "N", "H", "H", "H", "H", "C", "O", "N", "N", "H", "H", "H", "H", "C", "O", "N", "N", "H", "H", "H", "H", "C", "O", "N", "N", "H", "H", "H", "H", "C", "O", "N", "N", "H", "H", "H", "H"], "xyz": [[-3.075, 0.100, 5.786], [-3.778, -0.113, 6.780], [-2.268, 1.117, 5.580], [-2.750, -0.812, 4.935], [-2.062, 1.856, 6.237], [-1.822, 1.148, 4.675], [-2.115, -0.671, 4.162], [-3.202, -1.679, 5.190], [-0.276, 0.095, -0.527], [0.236, 0.133, 0.637], [-1.183, 0.862, -1.103], [0.125, -0.894, -1.354], [-1.617, 1.682, -0.704], [-1.501, 0.441, -1.964], [0.952, -1.429, -1.129], [-0.235, -0.689, -2.275], [0.648, 5.609, 3.148], [1.068, 4.780, 3.803], [0.416, 6.905, 3.360], [0.185, 5.283, 1.992], [0.652, 7.188, 4.300], [0.378, 7.604, 2.632], [-0.167, 5.966, 1.336], [0.175, 4.327, 1.665], [0.633, -4.610, 4.689], [1.135, -3.845, 5.504], [0.275, -5.835, 4.905], [0.272, -4.224, 3.450], [-0.219, -6.365, 4.202], [0.195, -6.065, 5.885], [0.421, -3.287, 3.102], [-0.066, -4.975, 2.864], [4.976, 3.346, 0.133], [4.142, 4.211, -0.298], [6.246, 3.523, 0.055], [4.627, 2.232, 0.747], [6.822, 2.825, 0.503], [6.667, 3.805, -0.818], [3.617, 2.215, 0.720], [5.283, 1.471, 0.647], [-1.988, -0.297, -6.497], [-1.939, -0.603, -5.339], [-2.958, 0.364, -6.997], [-1.162, -0.538, -7.376], [-2.860, 0.834, -7.886], [-3.715, 0.447, -6.334], [-1.367, -0.478, -8.364], [-0.319, -1.008, -7.077], [-5.894, 2.044, 1.274], [-5.245, 3.013, 0.956], [-6.216, 1.863, 2.529], [-6.399, 1.083, 0.615], [-5.760, 2.537, 3.128], [-6.761, 1.046, 2.764], [-6.983, 0.387, 1.057], [-5.968, 1.007, -0.295], [5.113, -3.829, 1.470], [4.544, -3.069, 0.705], [4.769, -5.078, 1.698], [6.244, -3.606, 2.098], [5.483, -5.476, 2.292], [3.796, -5.323, 1.586], [6.647, -4.012, 2.930], [6.830, -2.970, 1.575], [5.085, 0.791, 5.324], [5.864, -0.046, 5.769], [3.925, 0.441, 4.805], [5.217, 2.104, 5.373], [3.407, 1.139, 4.292], [3.448, -0.423, 5.020], [4.378, 2.638, 5.197], [6.050, 2.571, 5.700], [-7.206, 2.953, -3.820], [-6.184, 2.331, -3.475], [-7.999, 2.831, -4.864], [-7.696, 3.871, -3.070], [-8.649, 3.592, -4.998], [-7.840, 2.220, -5.653], [-7.186, 3.872, -2.199], [-8.578, 4.344, -2.936], [-3.158, 8.306, -0.665], [-2.617, 8.824, -1.579], [-3.875, 8.825, 0.373], [-3.237, 7.049, -0.507], [-3.616, 9.786, 0.549], [-4.613, 8.340, 0.863], [-2.918, 6.442, -1.249], [-3.998, 6.745, 0.082], [-1.797, -5.971, -4.770], [-3.041, -5.947, -5.027], [-1.122, -7.104, -4.920], [-1.179, -4.835, -4.477], [-0.144, -7.104, -4.668], [-1.487, -8.044, -4.860], [-1.573, -3.905, -4.450], [-0.191, -4.968, -4.320], [6.640, 0.094, -3.199], [7.049, -0.037, -2.098], [7.122, 1.103, -3.847], [5.652, -0.568, -3.741], [7.904, 1.549, -3.390], [7.048, 1.137, -4.854], [5.077, -1.014, -3.041], [5.348, -0.431, -4.694], [0.915, -8.032, -0.245], [0.341, -7.722, 0.727], [1.710, -7.250, -0.974], [0.745, -9.180, -0.848], [2.202, -7.514, -1.815], [1.890, -6.296, -0.694], [-0.058, -9.613, -0.415], [1.243, -9.463, -1.680]], "mulliken_charge": [0.7626, -0.6855, -0.3551, -0.3788, 0.1677, 0.1350, 0.1595, 0.1964, 0.6957, -0.6906, -0.2938, -0.3671, 0.2090, 0.0990, 0.2257, 0.1283, 0.6315, -0.5793, -0.4281, -0.3260, 0.2175, 0.2007, 0.1156, 0.1613, 0.7033, -0.6737, -0.3771, -0.3506, 0.1637, 0.2431, 0.1832, 0.1106, 0.5837, -0.7026, -0.4093, -0.3986, 0.2229, 0.2288, 0.2330, 0.2381, 0.6796, -0.6759, -0.4449, -0.3769, 0.1759, 0.2336, 0.1849, 0.2234, 0.7408, -0.6820, -0.4435, -0.3818, 0.2135, 0.1333, 0.1677, 0.2493, 0.6482, -0.6641, -0.3655, -0.4198, 0.1575, 0.2247, 0.2069, 0.2080, 0.7379, -0.6796, -0.3412, -0.3826, 0.1497, 0.1697, 0.1484, 0.2025, 0.5945, -0.6575, -0.3705, -0.4175, 0.1927, 0.2146, 0.2233, 0.2209, 0.6221, -0.5887, -0.4234, -0.3489, 0.2005, 0.1923, 0.2210, 0.1332, 0.6312, -0.6876, -0.3741, -0.2950, 0.1633, 0.2440, 0.1795, 0.1342, 0.6420, -0.6375, -0.4330, -0.3941, 0.2328, 0.1713, 0.2420, 0.1741, 0.6919, -0.6023, -0.3940, -0.4388, 0.1531, 0.1829, 0.2328, 0.1748], "spin_multiplicity": 1, "homo_ev": -8.9, "orbital_gap_ev": 8.743}


Most stable one: a, least stable one: b.